One molecule with the formula C19H16N2O2S at a distorted geometry. Source: the OMol25 dataset; level of theory: ωB97M-V/def2-TZVPD.

```
40
Properties=species:S:1:pos:R:3:forces:R:3:mulliken_charge:R:1
S 0.660785 0.731378 -0.200201 0.41 0.13 0.08 -0.2564
O -0.208239 -2.562767 1.572867 -0.06 -0.08 0.03 -0.6461
O 6.134949 4.777077 -0.710519 0.08 -0.14 0.22 -0.4332
N 3.193817 0.394566 0.928992 -0.24 -0.92 0.44 -0.5163
N 1.560842 -1.165641 1.277379 -0.09 -0.60 0.31 -0.1415
C 4.209655 3.326262 -1.099219 0.28 0.42 -0.13 -0.6716
C 0.254168 -1.551014 1.091824 0.18 -0.40 0.31 0.0898
C 4.990797 1.901800 1.146480 -0.17 0.12 -0.20 -0.3485
C -3.923149 -1.608317 -0.302821 0.96 0.39 0.09 -0.4448
C 5.809131 5.549384 -1.840337 -0.05 0.10 -0.16 -0.8288
C -2.654126 -1.619461 0.159452 -1.00 -0.52 -0.03 -0.1679
C 2.019506 -0.000641 0.725808 -0.16 0.78 -0.47 0.5835
C 5.340150 3.720288 -0.390629 -0.11 -0.19 0.08 0.7742
C 3.468465 2.236562 -0.681567 0.01 -0.30 0.35 -0.7199
C -1.723122 -0.596030 -0.163812 1.15 0.34 0.18 -0.9263
C -5.752996 -4.601745 1.035694 0.00 -0.07 0.04 -0.6056
C -4.743142 -3.687201 0.816049 0.00 0.17 -0.12 -0.4634
C -6.982973 -4.454637 0.412419 -0.05 0.03 -0.04 -0.4320
C -7.197932 -3.379471 -0.435132 -0.14 -0.12 0.03 -0.5232
C -6.191831 -2.460810 -0.655575 0.30 0.05 0.09 -0.4812
C -0.432665 -0.564142 0.252094 -0.87 0.42 -0.55 0.6330
C 3.840905 1.512074 0.449440 0.17 0.60 -0.35 0.6083
C 5.722264 2.990351 0.739056 0.03 0.23 -0.18 -0.5604
C -4.942816 -2.595456 -0.037113 -0.59 -0.48 0.10 1.0258
H -6.364893 -1.623991 -1.317788 0.00 0.09 -0.05 0.3251
H -3.793548 -3.816412 1.310834 0.10 -0.02 0.06 0.3934
H 3.893681 3.859274 -1.982306 0.01 0.07 -0.07 0.3746
H 2.188075 -1.724324 1.838896 -0.07 0.03 -0.03 0.2352
H 6.605041 3.302352 1.274363 0.11 0.03 0.07 0.4052
H -8.153984 -3.258985 -0.923516 -0.06 0.01 -0.03 0.3717
H -7.769519 -5.173541 0.587451 -0.06 -0.05 0.01 0.3749
H 5.828165 4.950197 -2.756418 -0.02 0.02 0.03 0.3329
H 2.606286 1.939465 -1.258617 -0.01 0.00 -0.10 0.2555
H 5.283328 1.335257 2.016338 0.03 -0.09 0.07 0.4323
H -4.228956 -0.789510 -0.945156 0.01 0.10 -0.05 0.2542
H -5.583165 -5.437638 1.698465 0.02 -0.06 0.05 0.3776
H 4.827292 6.022085 -1.735210 0.02 -0.03 -0.01 0.3364
H -2.294326 -2.415069 0.792055 -0.02 -0.08 0.04 0.3959
H 6.575027 6.321055 -1.900068 -0.08 -0.03 -0.04 0.2325
H -2.070945 0.217378 -0.789953 -0.04 0.07 -0.06 0.3552
```
Positions in Å, forces in eV/Å.

The value obtained for the orbital gap is 6.88 eV. For the energy above the lowest of the compared OMol25 structures with the same formula, charge and spin, the calculation gives 37.7 kcal/mol. The calculation puts the energy at -37872.662 eV. Its LUMO energy is -0.7 eV. As for the SMILES: COc1ccc(/N=C2/NC(=O)/C(=C\C=C\c3ccccc3)S2)cc1. The max |F| is 1.21 eV/Å. For the HOMO energy, the calculation gives -7.6 eV.


An isolated ion of composition C2H4F2N3O and charge +1 at a distorted geometry. Source: the OMol25 dataset; level of theory: ωB97M-V/def2-TZVPD.

```
12
Properties=species:S:1:pos:R:3:forces:R:3:mulliken_charge:R:1
F -2.738683 -0.496312 -0.754420 3.11 -1.20 2.35 -0.1092
F -2.394457 0.255719 1.209806 2.90 -2.04 -1.77 -0.0973
O -0.486552 1.011403 -0.693968 1.56 -1.46 2.44 -0.5677
N 1.767250 1.131298 -0.596836 -0.54 1.43 0.77 -0.2916
N -0.642900 -1.264874 0.283065 -0.74 1.76 1.36 -0.1367
N 0.583702 -0.580350 0.469962 -0.02 -0.97 1.25 -0.2262
C 0.655660 0.577882 -0.223594 -5.58 1.03 -2.54 0.5724
C -1.794639 -0.453645 0.223588 -1.30 2.10 -2.08 0.7335
H -0.402765 -2.174482 -0.105232 -1.52 0.14 -0.53 0.3256
H 1.119095 -0.709294 1.349642 -0.74 -0.05 -0.81 0.2922
H 1.790072 2.136542 -0.556449 0.37 0.13 -0.62 0.2851
H 2.544221 0.566116 -0.605563 2.49 -0.87 0.19 0.2199
```
Positions in Å, forces in eV/Å.

The value obtained for the orbital gap is 10.03 eV. For the energy above the lowest of the compared OMol25 structures with the same formula, charge and spin, the calculation gives 0.0 kcal/mol. The calculation puts the energy at -14081.747 eV. As for the charge: +1. Its LUMO energy is -5.7 eV. As for the SMILES: NC(=O)N[NH+]=C(F)F. The max |F| is 6.21 eV/Å. For the HOMO energy, the calculation gives -15.7 eV.


C9H19ClFNO6P as an isolated structure at a distorted geometry. Source: the OMol25 dataset; level of theory: ωB97M-V/def2-TZVPD.

```
38
Properties=species:S:1:pos:R:3:forces:R:3:mulliken_charge:R:1
Cl -1.698145 3.788858 -2.515561 -0.24 -0.11 -0.01 0.0041
P -1.211906 1.418260 -1.134942 -0.95 0.92 0.24 0.9884
F 4.596549 5.478461 1.784710 -0.13 -0.22 -0.16 -0.9550
O -2.091014 2.164627 -2.284079 0.57 0.02 -0.28 -0.3283
O -2.128024 -4.248880 -2.546198 -0.48 -0.05 0.49 -0.3763
O 0.200713 2.066074 -1.263634 0.12 -0.42 -0.17 -0.2219
O -1.841756 1.497098 0.178023 0.13 -0.28 0.41 -0.6536
O -1.635628 -6.037516 -1.244051 -1.15 1.76 -0.58 -0.5646
O -1.206048 -0.025732 -1.769840 0.21 -0.19 -0.19 -0.2935
N 3.896300 2.927046 3.646088 -0.23 0.20 0.18 -0.6281
C -1.689358 -2.294631 -1.095380 0.16 -0.66 0.37 -0.4888
C 2.782093 3.384736 2.816389 0.27 -0.81 0.12 -0.5829
C 2.285318 2.292272 1.874437 0.07 0.35 -0.43 -0.6274
C -1.222320 -3.199405 -2.213259 0.08 0.57 -0.58 -0.6378
C 1.321899 2.812244 0.811744 -0.07 -0.48 0.16 -0.4161
C 1.171299 1.736732 -0.230344 0.49 0.40 0.29 -0.4922
C -3.705527 -4.936317 -0.809039 0.28 0.35 -0.36 -0.9370
C -0.788404 -1.104146 -0.916866 -0.02 -0.06 0.00 -0.5643
C -2.403150 -5.125742 -1.532941 1.42 -2.01 0.52 0.7297
H 1.719722 3.699655 0.337372 0.03 0.38 0.06 0.3421
H 2.119529 1.615999 -0.734856 0.16 -0.05 -0.36 0.3800
H 3.140799 4.226205 2.220643 0.16 0.52 0.24 0.3956
H 0.242649 -1.339533 -1.158524 0.25 -0.12 -0.20 0.3802
H -0.233237 -3.589952 -1.998293 0.17 -0.29 0.16 0.3628
H 4.724403 2.839813 3.077969 0.22 0.14 -0.06 0.2891
H -4.071372 -5.884345 -0.455013 -0.17 -0.31 0.02 0.3384
H -3.493458 -4.319996 0.056542 0.02 0.18 0.26 0.2326
H -1.638236 -2.853006 -0.164986 -0.05 -0.16 0.29 0.3078
H 0.368124 3.011893 1.283148 -0.36 0.26 -0.09 0.2460
H -1.140223 -2.605748 -3.114936 0.01 0.03 -0.32 0.3437
H 1.816529 1.474715 2.423326 -0.09 -0.20 0.13 0.2966
H 3.672266 2.033211 4.058676 0.11 -0.26 0.02 0.2198
H -2.721427 -1.990640 -1.211655 -0.21 0.21 -0.20 0.2754
H 3.146692 1.877880 1.351059 0.31 -0.11 0.03 0.2633
H -0.798893 -0.817941 0.124508 -0.18 0.42 0.26 0.4963
H 0.957186 0.795642 0.263871 -0.42 -0.31 -0.07 0.2520
H 1.978156 3.635069 3.503999 -0.27 0.45 -0.06 0.2772
H -4.422098 -4.402963 -1.418103 -0.22 -0.02 -0.13 0.3467
```
Positions in Å, forces in eV/Å.

The value obtained for the orbital gap is 5.48 eV. The calculation puts the energy at -47946.447 eV. As for the charge: -1. Its LUMO energy is 1.7 eV. The max |F| is 2.52 eV/Å. For the HOMO energy, the calculation gives -3.8 eV.


One molecule with the formula C4H12N2 at a distorted geometry. Source: the OMol25 dataset; level of theory: ωB97M-V/def2-TZVPD.

```
18
Properties=species:S:1:pos:R:3:forces:R:3:mulliken_charge:R:1
N -1.901945 0.113564 1.939668 0.03 0.18 -0.52 -0.6534
N 0.689681 0.642121 -0.068553 0.45 0.59 0.06 -0.3160
C -1.089880 -0.718288 1.004545 -0.66 0.52 1.10 -0.3722
C 0.353083 -0.271000 0.999299 0.84 -1.28 0.00 -0.7583
C 1.414396 0.101598 -1.225942 -0.68 -0.08 0.05 -0.3160
C 0.588690 0.168616 -2.505456 0.27 0.00 -0.11 -1.2295
H 2.315099 0.692878 -1.395531 0.14 -0.10 0.12 0.3606
H -0.208118 -0.568487 -2.562407 -0.11 -0.07 0.22 0.2877
H 0.662602 0.071607 1.978656 -0.44 0.85 0.32 0.4847
H 1.252086 -0.007873 -3.351599 -0.05 0.03 -0.20 0.3787
H -1.706146 1.098275 1.777278 0.12 -0.05 -0.05 0.2396
H 1.696006 -0.933254 -1.006129 0.20 0.05 -0.13 0.2464
H -2.878805 0.016097 1.678518 -0.01 -0.08 0.20 0.2272
H 0.147665 1.160980 -2.597302 0.02 -0.01 -0.07 0.3045
H -1.154443 -1.713844 1.432765 0.01 -0.35 -0.30 0.2966
H 1.216236 1.429902 0.278121 -0.16 -0.03 0.17 0.2374
H -1.513388 -0.690967 -0.000233 0.24 -0.20 -0.17 0.2611
H 0.999178 -1.172939 0.996691 -0.22 0.03 -0.68 0.3212
```
Positions in Å, forces in eV/Å.

The value obtained for the orbital gap is 10.09 eV. For the energy above the lowest of the compared OMol25 structures with the same formula, charge and spin, the calculation gives 19.5 kcal/mol. The calculation puts the energy at -7322.182 eV. Its LUMO energy is 1.2 eV. As for the SMILES: CCNCCN. The max |F| is 1.53 eV/Å. For the HOMO energy, the calculation gives -8.9 eV.


One molecule with the formula C6H10. Source: the OMol25 dataset; level of theory: ωB97M-V/def2-TZVPD.

```
16
Properties=species:S:1:pos:R:3:forces:R:3:mulliken_charge:R:1
C 1.299668 0.174704 -1.595570 -0.04 -0.04 -0.02 -0.6938
C -0.784957 -0.114485 -0.216722 -0.01 0.07 0.06 0.5890
C -0.697121 -1.420010 0.582418 0.03 -0.04 0.04 -1.4712
C 0.383494 1.144528 1.658565 -0.05 -0.01 -0.09 -0.6729
C -0.351994 1.110795 0.551297 0.11 0.09 0.16 -0.4359
C 0.021969 -0.179198 -1.505392 0.13 0.02 -0.10 -0.2700
H -1.838497 0.027176 -0.497242 0.15 0.02 0.02 0.2424
H 0.707496 2.094030 2.080312 -0.12 -0.19 -0.03 0.2598
H -0.498473 -0.530999 -2.394892 0.05 -0.04 0.12 0.3186
H -1.290127 -1.349719 1.501272 0.09 0.00 -0.14 0.3328
H 0.338729 -1.648293 0.855082 -0.14 0.05 -0.06 0.3305
H 1.852888 0.120697 -2.529425 -0.15 -0.08 0.11 0.2771
H 0.716401 0.242213 2.169257 -0.12 0.15 -0.10 0.2197
H -1.079264 -2.262380 -0.003896 0.08 0.14 0.04 0.4010
H -0.620589 2.053189 0.069588 0.05 -0.14 0.12 0.2951
H 1.840376 0.537752 -0.724652 -0.07 0.00 -0.14 0.2778
```
Positions in Å, forces in eV/Å.

The value obtained for the orbital gap is 10.63 eV. For the energy above the lowest of the compared OMol25 structures with the same formula, charge and spin, the calculation gives 24.2 kcal/mol. The calculation puts the energy at -6382.809 eV. Its LUMO energy is 1.2 eV. As for the SMILES: C=CC(C)C=C. The max |F| is 0.23 eV/Å. For the HOMO energy, the calculation gives -9.4 eV.


A 8-piece molecular cluster, C25H48Cl14N2O2P2 overall at a distorted geometry. Source: the OMol25 dataset; level of theory: ωB97M-V/def2-TZVPD.

```
93
Properties=species:S:1:pos:R:3:forces:R:3:mulliken_charge:R:1
Cl 7.976445 -5.497552 3.843780 0.01 0.00 -0.04 -0.1639
Cl 0.542393 4.200974 0.603851 0.10 -0.01 0.28 -0.1800
Cl -6.552382 -2.760736 -1.427374 0.02 0.01 0.04 -0.2002
Cl 1.795589 2.806598 -3.922434 -0.08 -0.04 -0.10 -0.2167
Cl 3.298179 0.937958 -1.491494 -0.25 -0.06 -0.31 -0.1218
Cl -6.868495 0.247614 -3.010901 0.19 -0.26 0.90 -0.2182
Cl -5.838219 4.435920 -2.652474 0.04 0.12 0.00 -0.2132
Cl -9.845501 -1.096080 -6.246617 -0.12 -0.02 -0.07 -0.2005
Cl -9.035371 1.632370 -0.162268 -0.04 -0.05 0.02 -0.1757
Cl -2.428547 4.240298 -2.638438 -0.80 0.12 -1.14 -0.2326
Cl 4.565977 -5.257024 3.847454 -0.16 -0.42 -0.04 -0.1096
Cl -7.412362 1.263475 -5.730212 -0.22 -0.01 -0.67 -0.0606
Cl -1.681519 1.631420 0.265729 0.06 -0.05 -0.01 -0.1563
Cl -10.531486 3.499345 -2.598785 -0.01 -0.04 -0.01 -0.1789
P 5.965798 -0.668849 3.452774 0.63 1.24 1.64 -0.2039
P 3.882239 1.782564 4.325198 0.84 3.70 -2.37 0.3946
O 4.460451 2.982013 3.513737 -1.11 -3.26 1.82 -0.6239
O 2.623906 -1.867379 -0.598877 -0.04 0.10 0.89 -0.5430
N 2.028141 -1.624882 4.690958 3.00 4.50 -2.79 -0.5520
N 5.461073 1.793336 0.528607 -1.29 -4.94 3.74 -0.6371
C -7.775522 0.403291 -7.249748 -0.02 0.09 -0.27 -0.6168
C 1.938831 -2.882160 1.550247 0.46 0.06 1.22 -0.8908
C 2.405561 3.380331 -2.348733 0.10 0.07 0.25 -0.0524
C 7.632751 -1.410935 1.120204 0.83 0.67 -0.28 -0.7444
C -7.543814 -1.313070 -3.533593 -0.16 -0.24 -0.08 -0.1007
C -9.256707 0.115290 -7.412299 0.13 0.24 -0.24 -0.3577
C 7.631173 -0.661476 2.556196 0.55 -0.99 -1.15 -0.5118
C -1.137397 4.305880 0.015986 0.13 0.00 -0.01 0.0273
C 3.332175 0.334680 3.178310 -1.05 -0.22 0.35 0.3144
C -4.833730 3.165996 -3.397025 0.16 -0.26 -0.16 0.3753
C -2.049657 3.316868 0.712942 -0.03 0.29 0.07 -0.5617
C -8.695391 3.331989 -0.571262 0.07 0.21 -0.06 -0.0005
C 3.647803 2.633272 -1.907771 0.02 0.26 0.05 -0.5360
C -3.581710 2.881569 -2.592219 -0.25 -0.31 -0.08 -0.3258
C 5.128573 0.875941 1.239736 -0.20 3.21 -1.03 -0.6913
C 5.713233 -2.378851 4.220280 0.55 -1.87 -0.84 0.1643
C 6.696633 -2.705699 5.461902 -0.88 0.03 0.15 -1.1393
C 2.613655 -0.759188 4.088857 -1.43 -2.54 0.77 -0.1128
C 2.601609 -1.586804 0.849838 0.51 -1.98 -0.62 0.1196
C 4.137721 -1.507362 1.338774 -0.31 0.42 -1.25 -0.5581
C 4.517962 -0.227626 2.247218 1.26 -0.82 -1.31 1.3352
C 5.553534 -6.540889 3.102457 0.06 -0.25 -0.11 -0.5552
C -9.939176 4.073072 -1.019882 0.08 0.12 0.22 -0.4505
C 6.806984 -6.839368 3.900597 -0.15 -0.23 0.00 -0.4646
C -7.954893 -2.180316 -2.360698 -0.17 0.09 -0.10 -0.4360
H 4.778040 -1.421567 0.373170 -1.11 -0.05 1.66 0.2498
H -6.801059 -1.811279 -4.160240 -0.02 0.08 0.17 0.3441
H -1.129425 4.150665 -1.069547 0.43 -0.06 1.16 -0.2125
H 7.780509 -2.836340 5.115211 -1.61 0.34 0.69 0.2501
H 2.642450 2.275344 4.900425 0.60 -1.04 -0.06 0.1045
H 4.641561 -2.592958 4.570372 1.47 0.80 -0.69 0.2944
H -4.594407 3.477989 -4.415625 -0.01 0.05 0.19 0.3902
H -3.064286 2.013314 -3.005430 -0.07 0.12 0.00 0.3552
H 8.016731 0.404297 2.395208 -0.86 -1.42 0.42 0.3876
H 7.339185 -0.655349 0.294074 0.24 -1.30 1.38 0.2098
H -3.086877 3.501760 0.424489 0.12 0.05 -0.03 0.3144
H -8.413559 -1.089163 -4.151903 0.10 0.03 0.18 -0.1572
H -9.448456 -0.288147 -8.408821 0.09 0.00 0.11 0.3131
H -8.483138 -3.065595 -2.721264 0.10 0.10 -0.06 0.3413
H 2.633014 4.442161 -2.466004 0.05 -0.13 -0.01 0.3697
H -10.749993 3.970571 -0.295887 0.11 -0.09 -0.13 0.3398
H 1.600508 3.284137 -1.617429 0.18 -0.10 -0.20 -0.1111
H -7.920749 3.346477 -1.339804 -0.21 -0.07 0.07 -0.1311
H -8.289242 3.798747 0.328809 -0.12 -0.02 -0.07 0.3222
H 6.571782 -1.914106 6.288922 0.49 -1.06 -1.37 0.3529
H -1.477944 5.325510 0.210467 -0.01 -0.12 0.04 0.3769
H 5.945551 -3.185471 3.416633 -0.44 1.35 1.35 -0.0832
H 4.740034 1.353418 5.385686 -0.75 -0.25 -0.44 0.1251
H 6.317794 -3.698780 5.929596 0.81 1.58 -0.93 0.2379
H -9.856385 1.019572 -7.290908 0.12 -0.14 0.10 0.3017
H 8.731125 -1.698384 0.884325 -1.91 0.17 0.30 0.3277
H 4.417799 2.640414 -2.682003 -0.17 -0.06 0.06 0.3439
H 4.402964 -2.523344 1.797182 -0.30 1.66 -0.20 0.1496
H 6.576135 -7.044305 4.947868 0.00 0.13 -0.14 0.2999
H -7.183735 -0.514175 -7.268460 -0.13 0.10 0.09 0.3025
H 5.791804 -6.234840 2.081653 0.02 0.04 0.19 0.2876
H -5.450090 2.266028 -3.453450 0.18 0.14 0.06 -0.4162
H 4.063372 3.099849 -1.012110 -0.09 -0.05 -0.07 0.2899
H 8.408387 -1.179123 3.245244 -1.52 0.80 -0.90 0.4276
H 2.515160 0.809701 2.501362 1.26 -0.78 1.25 0.5275
H 4.925074 -7.432580 3.051579 0.11 0.06 0.08 0.3898
H -8.617297 -1.643975 -1.678122 0.18 0.01 -0.09 0.2954
H 7.310340 -7.715310 3.485799 -0.09 0.11 -0.03 0.3579
H -1.979322 3.402034 1.799271 0.06 -0.06 -0.16 0.4000
H 2.002458 -0.621238 0.960665 0.91 -1.43 -0.13 0.2585
H 2.462758 -3.060684 2.571245 -1.02 0.31 -1.67 0.0932
H -3.816187 2.670948 -1.547214 0.01 0.07 -0.16 0.1641
H 6.938901 -2.323682 1.069417 1.19 1.30 0.17 0.1081
H -9.716467 5.136372 -1.132557 0.07 -0.13 -0.01 0.2924
H -7.433678 1.044997 -8.064798 -0.13 -0.07 0.04 0.3554
H 2.176351 -3.837956 0.933892 -0.62 1.72 0.84 0.2475
H 0.823334 -2.776158 1.792004 1.60 -0.25 -0.73 0.2269
H 2.962685 -2.775606 -0.755526 -0.33 0.87 0.43 0.3494
```
Positions in Å, forces in eV/Å.

The value obtained for the orbital gap is 8.57 eV. The calculation puts the energy at -227666.927 eV. Its LUMO energy is 0.4 eV. As for the SMILES: CCP(CC)[C@@](C#N)(C[C@H](C)O)[C@@H](C#N)[PH2]=O.ClCCCl.ClCCCl.ClCCCl.ClCCCl.ClCCCl.ClCCCl.ClCCCl. The max |F| is 6.33 eV/Å. For the HOMO energy, the calculation gives -8.1 eV.


- What is the max |F| in the second record?
  6.21 eV/Å